(1)
C20H29GeI2N2O2SiTc | wB97M-V/def2-TZVPD

Last column: Mulliken charge in e.
Geometry (Å):
Tc1 1.24 -2.41 -0.50  0.49
C1 4.64 0.15 -1.34  -1.63
C2 3.35 -0.50 -0.98  0.52
N1 3.16 -1.77 -0.83  -0.08
O1 4.17 -2.67 -0.98  -0.39
C3 2.12 0.33 -0.74  0.35
C4 2.17 1.81 -0.81  -1.05
N2 1.06 -0.36 -0.43  0.05
O2 -0.06 0.27 -0.04  -0.04
H1 5.50 -0.47 -1.11  0.62
H2 4.74 1.09 -0.80  0.37
H3 4.65 0.39 -2.41  0.40
H4 4.90 -2.28 -1.49  0.36
H5 2.70 2.12 -1.71  0.44
H6 2.73 2.21 0.04  0.42
H7 1.17 2.24 -0.81  -0.02
I1 -1.36 -3.36 -0.53  0.47
C5 -0.56 -5.34 -0.65  -0.82
I2 1.56 -5.14 -0.67  0.33
H8 -0.88 -5.80 -1.58  0.46
H9 -0.87 -5.91 0.22  0.43
Ge1 -1.47 0.67 -1.33  0.38
C6 -2.97 -0.01 -0.36  0.53
C7 -3.75 -1.01 -0.94  -0.64
C8 -4.88 -1.49 -0.30  -0.58
C9 -5.24 -0.97 0.94  -0.54
C10 -4.48 0.03 1.53  -0.79
C11 -3.35 0.51 0.88  -0.20
C12 -1.24 2.50 -1.77  -0.15
C13 -1.55 3.53 -0.87  0.29
C14 -1.44 4.85 -1.26  -0.75
C15 -1.04 5.16 -2.56  -0.46
C16 -0.74 4.15 -3.46  -0.77
C17 -0.84 2.82 -3.07  -0.20
H10 -1.05 -0.27 -2.48  -0.04
H11 -3.51 -1.39 -1.93  0.63
H12 -5.49 -2.25 -0.76  0.47
H13 -6.14 -1.33 1.43  0.44
H14 -4.78 0.44 2.48  0.46
H15 -2.79 1.32 1.34  0.35
H16 -1.88 3.30 0.14  0.26
H17 -1.68 5.64 -0.57  0.44
H18 -0.98 6.19 -2.87  0.43
H19 -0.43 4.40 -4.47  0.43
H20 -0.61 2.04 -3.79  0.39
C18 0.28 -2.56 3.27  -0.87
Si1 1.24 -1.02 3.12  0.26
C19 0.38 0.57 3.32  -0.77
C20 3.06 -1.11 3.04  -0.88
H21 0.16 -2.73 4.35  0.41
H22 0.79 -3.44 2.87  0.34
H23 -0.72 -2.46 2.85  0.33
H24 0.45 0.85 4.38  0.48
H25 -0.67 0.47 3.05  0.20
H26 0.84 1.37 2.73  0.33
H27 3.41 -1.18 4.08  0.42
H28 3.51 -0.21 2.62  0.34
H29 3.43 -2.00 2.53  0.35

Output
Calculated total energy = -111049.170 eV
Multiplicity = 4
HOMO-LUMO gap (alpha / beta) = 6.19 / 5.29 eV
LUMO energy (alpha / beta) = -10.10 / -11.01 eV
Net charge = +3
Expectation value of S² = 3.77

---

(2)
C5H15NO2 | wB97M-V/def2-TZVPD

Last column: Mulliken charge in e.
Geometry (Å):
C1 -0.93 -1.44 2.18  -1.25
C2 -0.25 -0.48 1.24  -0.23
N1 -0.17 -0.82 -0.19  -0.04
C3 -1.32 -1.79 -0.62  -1.19
C4 -0.20 0.33 -1.19  -0.65
C5 1.37 0.40 -1.60  -0.52
O1 1.68 1.77 -1.40  -0.57
H1 -0.33 -2.40 2.27  0.30
H2 -1.84 -1.71 1.80  0.36
H3 -0.98 -1.25 3.29  0.34
H4 0.76 -0.18 1.57  0.24
H5 -0.67 0.60 1.19  0.24
H6 -1.14 -2.83 -0.28  0.28
H7 -2.36 -1.38 -0.40  0.32
H8 -1.11 -1.75 -1.72  0.55
H9 -1.07 0.20 -1.89  0.46
H10 -0.44 1.32 -0.96  0.42
H11 1.55 0.28 -2.67  0.25
H12 1.90 -0.28 -0.88  0.35
H13 2.64 1.93 -1.10  0.31
O2 0.95 3.56 0.60  -0.64
H14 1.00 2.63 1.03  0.31
H15 0.95 3.31 -0.28  0.37

Output
Calculated total energy = -11010.323 eV
Multiplicity = 1
HOMO-LUMO gap = 9.27 eV
LUMO energy = 0.75 eV
Net charge = 0
Structure (SMILES) = CCN(C)CCO.O

---

(3)
C2Cl3F | wB97M-V/def2-TZVPD

Last column: Mulliken charge in e.
Geometry (Å):
F1 -0.70 -1.88 0.00  -0.19
C1 -0.65 -0.57 0.00  0.32
Cl1 -2.19 0.18 0.00  -0.13
C2 0.51 0.08 0.00  0.29
Cl2 0.63 1.79 0.00  -0.14
Cl3 1.98 -0.80 0.00  -0.15

Output
Calculated total energy = -42357.809 eV
Multiplicity = 1
HOMO-LUMO gap = 10.25 eV
LUMO energy = 0.68 eV
Net charge = 0
Structure (SMILES) = FC(Cl)=C(Cl)Cl

---

(4)
C3H6NO2 | wB97M-V/def2-TZVPD

Last column: Mulliken charge in e.
Geometry (Å):
C1 1.52 0.40 0.10  -1.09
C2 0.20 0.71 0.85  0.65
O1 0.26 1.29 1.95  -0.73
N1 -0.93 0.09 0.50  -0.13
C3 -1.18 -0.68 -0.89  -0.30
O2 -2.33 -0.59 -1.41  -0.75
H1 1.51 -0.60 -0.33  0.33
H2 1.51 1.02 -0.81  0.30
H3 2.35 0.59 0.76  0.28
H4 -1.63 -0.10 1.20  0.24
H5 -1.01 -1.83 -0.49  0.12
H6 -0.27 -0.30 -1.44  0.08

Output
Calculated total energy = -8793.406 eV
Multiplicity = 1
HOMO-LUMO gap = 7.15 eV
LUMO energy = 4.11 eV
Net charge = -1
Structure (SMILES) = CC(=O)NC[O-]

---

(5)
C22H56BeO24S7 | wB97M-V/def2-TZVPD

Last column: Mulliken charge in e.
Geometry (Å):
Be1 1.15 -2.70 -2.95  1.11
C1 0.26 -0.43 -1.24  -0.16
O1 1.45 -0.90 -1.24  -0.80
O2 -0.13 0.42 -0.42  -0.04
O3 -0.52 -1.00 -1.99  -0.66
O4 4.50 -0.91 3.22  -0.63
S1 3.06 -0.70 3.46  1.17
O5 2.22 -1.86 3.65  -0.60
O6 2.82 0.34 4.76  -0.32
C2 3.74 1.39 5.00  -0.41
C3 3.06 2.73 4.74  -0.72
C4 2.44 0.40 2.06  -0.31
H1 4.62 1.24 4.36  0.36
H2 4.05 1.22 6.03  0.34
H3 2.24 2.92 5.44  0.26
H4 2.72 2.90 3.72  0.06
H5 3.81 3.48 4.98  0.39
H6 1.42 0.72 2.23  0.03
H7 2.47 -0.09 1.09  -0.13
H8 3.03 1.32 2.09  0.38
O7 1.13 1.11 -6.29  -0.68
S2 1.24 0.87 -4.88  1.08
O8 1.49 -0.47 -4.34  -0.61
O9 2.49 1.85 -4.31  -0.47
C5 3.19 1.50 -3.16  1.06
C6 4.48 2.35 -3.14  -1.58
C7 -0.14 1.64 -4.00  -0.49
H9 3.45 0.45 -3.25  0.24
H10 2.51 1.78 -2.35  -0.44
H11 5.14 2.21 -4.00  0.43
H12 5.21 2.06 -2.38  0.36
H13 4.29 3.41 -3.04  0.34
H14 0.15 1.72 -2.96  -0.36
H15 -0.98 0.96 -4.10  0.37
H16 -0.30 2.60 -4.51  0.49
O10 6.26 -1.33 -2.42  -0.63
S3 5.14 -2.09 -1.88  1.01
O11 3.98 -2.35 -2.70  -0.53
O12 5.74 -3.56 -1.44  -0.30
C8 4.87 -4.55 -0.88  0.06
C9 5.74 -5.73 -0.61  -1.34
C10 4.70 -1.33 -0.16  -1.07
H17 4.05 -4.79 -1.55  0.26
H18 4.48 -4.32 0.11  0.24
H19 6.44 -5.93 -1.42  0.32
H20 5.22 -6.66 -0.40  0.38
H21 6.24 -5.49 0.33  0.30
H22 4.38 -0.31 -0.35  0.47
H23 5.55 -1.37 0.52  0.54
H24 3.80 -1.78 0.25  0.27
O13 0.85 6.33 -0.15  -0.68
S4 0.75 4.99 0.43  1.20
O14 1.40 4.69 1.67  -0.60
O15 -0.87 4.75 0.71  -0.42
C11 -1.24 3.70 1.62  0.55
C12 -2.73 3.89 1.83  -1.27
C13 1.15 3.62 -0.83  -0.52
H25 -0.63 3.81 2.51  0.63
H26 -0.96 2.74 1.19  -0.35
H27 -2.95 3.33 2.74  0.23
H28 -3.31 3.47 1.01  0.16
H29 -2.93 4.95 1.98  0.47
H30 0.32 3.66 -1.53  0.01
H31 1.13 2.72 -0.23  0.03
H32 2.08 3.92 -1.32  0.57
O16 -2.88 0.89 2.94  -0.60
S5 -1.69 0.43 3.70  1.18
O17 -0.54 1.34 4.05  -0.57
O18 -2.19 -0.40 5.08  -0.35
C14 -3.46 -1.12 5.11  -0.23
C15 -4.45 -0.45 6.09  -1.15
C16 -0.95 -1.00 2.82  -0.55
H33 -3.28 -2.18 5.29  0.42
H34 -3.96 -1.21 4.14  0.26
H35 -3.97 -0.03 6.97  0.29
H36 -5.29 -1.08 6.38  0.36
H37 -4.76 0.43 5.53  0.27
H38 -1.66 -1.66 2.32  0.42
H39 -0.36 -1.54 3.57  0.47
H40 -0.36 -0.58 2.00  -0.30
O19 -5.83 1.58 -0.47  -0.70
S6 -4.58 1.44 -1.26  1.29
O20 -4.55 1.01 -2.63  -0.63
O21 -3.85 2.93 -1.23  -0.46
C17 -2.57 3.12 -1.85  0.98
C18 -2.77 4.57 -2.30  -1.75
C19 -3.39 0.46 -0.24  0.43
H41 -2.51 2.39 -2.66  0.50
H42 -1.72 3.01 -1.18  -0.43
H43 -1.87 4.88 -2.82  0.43
H44 -2.85 5.23 -1.44  0.30
H45 -3.61 4.69 -2.98  0.42
H46 -2.77 -0.13 -0.92  -0.62
H47 -3.98 -0.17 0.42  0.66
H48 -2.86 1.21 0.34  -0.55
O22 -2.85 -4.35 -0.37  -0.61
S7 -2.57 -4.24 -1.80  0.95
O23 -1.16 -4.09 -2.23  -0.42
O24 -3.41 -5.42 -2.63  -0.32
C20 -4.58 -5.95 -2.10  -0.28
C21 -5.54 -6.26 -3.26  -1.10
C22 -3.45 -2.71 -2.43  -0.11
H49 -5.01 -5.32 -1.32  0.39
H50 -4.38 -6.88 -1.58  0.31
H51 -5.50 -5.44 -3.98  0.30
H52 -6.57 -6.37 -2.91  0.34
H53 -5.16 -7.18 -3.70  0.30
H54 -3.16 -2.69 -3.48  0.38
H55 -3.06 -1.82 -1.95  -0.35
H56 -4.53 -2.87 -2.34  0.42

Output
Calculated total energy = -149104.609 eV
Multiplicity = 2
HOMO-LUMO gap (alpha / beta) = 6.84 / 5.77 eV
LUMO energy (alpha / beta) = 2.04 / 1.10 eV
Net charge = -1
Expectation value of S² = 0.75

---

(6)
C18H21BF6N9O4S2Zn | wB97M-V/def2-TZVPD

Last column: Mulliken charge in e.
Geometry (Å):
Zn1 -0.56 -0.71 -0.56  -2.57
C1 -2.31 -2.48 1.88  -1.28
C2 -1.30 -1.43 2.20  1.37
C3 -0.93 -1.01 3.47  -1.65
C4 0.03 -0.05 3.25  0.22
N1 0.20 0.09 1.92  0.93
N2 -0.60 -0.75 1.28  0.41
B1 1.12 1.01 1.12  -0.50
N3 1.92 0.09 0.20  1.12
C5 3.25 -0.05 0.03  0.21
C6 3.47 -1.01 -0.93  -1.56
C7 2.20 -1.43 -1.30  1.13
C8 1.88 -2.48 -2.31  -1.12
N4 1.28 -0.75 -0.60  0.34
N5 0.20 1.83 0.20  0.77
C9 -0.03 3.15 -0.03  0.29
C10 -1.00 3.27 -1.00  -1.77
C11 -1.33 1.98 -1.33  1.20
C12 -2.34 1.56 -2.34  -0.99
N6 -0.60 1.13 -0.60  1.02
N7 2.09 1.78 2.09  0.73
C13 2.31 3.09 2.31  -0.16
C14 3.28 3.23 3.28  -0.87
C15 3.62 1.94 3.62  0.55
C16 4.63 1.52 4.63  -1.19
N8 2.89 1.08 2.89  -1.27
H1 -2.75 -2.90 2.81  0.29
H2 -1.83 -3.29 1.30  0.26
H3 -3.12 -2.03 1.27  0.19
H4 -1.30 -1.37 4.42  0.44
H5 0.55 0.52 4.01  0.50
H6 4.02 0.52 0.55  0.49
H7 4.42 -1.37 -1.30  0.45
H8 2.81 -2.90 -2.75  0.37
H9 1.27 -2.03 -3.12  -0.02
H10 1.30 -3.29 -1.83  0.27
H11 0.43 3.99 0.43  0.38
H12 -1.41 4.19 -1.41  0.50
H13 -2.82 2.45 -2.82  0.42
H14 -3.13 0.95 -1.85  -0.14
H15 -1.85 0.95 -3.13  0.11
H16 1.85 3.93 1.85  0.25
H17 3.69 4.14 3.69  0.43
H18 5.10 2.41 5.10  0.32
H19 5.42 0.91 4.14  0.27
H20 4.14 0.91 5.42  0.27
F1 -2.00 -1.93 -5.66  -0.19
C17 -0.91 -1.50 -4.92  0.64
F2 0.03 -2.51 -4.87  -0.17
F3 -0.36 -0.38 -5.51  -0.21
S1 -1.47 -1.10 -3.25  0.75
O1 -0.52 -0.71 -2.35  -0.74
O2 -2.35 0.15 -3.18  -0.17
N9 -2.30 -2.38 -2.34  -0.73
S2 -3.26 -1.70 -1.02  0.99
O3 -2.36 -0.71 -0.52  -0.74
O4 -3.35 -2.84 0.00  -0.64
C18 -4.88 -0.99 -1.42  0.84
F4 -5.16 -1.24 -2.75  -0.21
F5 -4.87 0.37 -1.20  -0.20
F6 -5.85 -1.58 -0.63  -0.20
H21 -0.56 -2.25 -0.56  -0.43

Output
Calculated total energy = -127660.471 eV
Multiplicity = 2
HOMO-LUMO gap (alpha / beta) = 6.19 / 5.45 eV
LUMO energy (alpha / beta) = -0.47 / -1.18 eV
Net charge = 0
Expectation value of S² = 0.75